ORCA calculation (ωB97M-V with the def2-TZVPD basis set) on a structure of composition C57H46ClN4O7P2Ti.

Output
**LUMO (alpha / beta)**: 2.23 / 2.23 eV
**Total charge**: -1
**E_tot**: -134355.1110 eV
**Kohn-Sham gap (alpha / beta)**: 6.05 / 6.64 eV
**Relative energy (zero: lowest compared OMol25 entry of this formula, charge and spin)**: 136.2 kJ/mol
**Multiplicity**: 3
**⟨S²⟩**: 2.0099
**Highest occupied orbital energy (alpha / beta)**: -0.14030 / -0.16196 Ha

Cartesian coordinates (Å):
Ti1 -0.757936 2.082689 -2.238979
O1 2.081786 2.961592 -4.404346
Cl1 1.207211 3.554861 -3.444841
O2 1.518456 4.912106 -3.208035
O3 1.287024 2.750707 -2.171205
O4 -0.210374 3.413551 -3.903176
O5 0.345111 0.360945 -3.202054
N1 -0.345791 -0.480580 -3.812766
N2 -1.611881 -0.258461 -3.671982
O6 -2.107234 0.624524 -2.858737
C1 -2.637663 -1.072990 -4.257715
C2 -2.350609 -2.313488 -4.780746
C3 -3.369515 -3.098002 -5.286055
C4 -4.694606 -2.679433 -5.175319
C5 -4.957869 -1.396144 -4.645196
C6 -3.958177 -0.621453 -4.137136
H1 -1.309432 -2.608637 -4.976304
H2 -3.082457 -3.973758 -5.829966
H3 -5.504527 -3.209971 -5.612602
H4 -5.978171 -1.017049 -4.613388
H5 -4.142460 0.356702 -3.747711
C7 3.325238 -2.357933 5.790381
C8 2.407712 -2.202965 4.582712
C9 1.444987 -3.388534 4.415430
C10 3.220554 -2.081290 3.269436
C11 4.570060 -2.435410 3.206399
C12 5.159015 -2.370335 1.947037
C13 4.416258 -2.082919 0.813548
C14 3.072110 -1.700228 0.881471
P1 2.009187 -1.161265 -0.486499
C15 3.243001 -0.980443 -1.836718
C16 3.813562 0.279978 -1.931258
C17 4.773182 0.550380 -2.924221
C18 5.196785 -0.404271 -3.823052
C19 4.567791 -1.659972 -3.750674
C20 3.631893 -1.934007 -2.779638
C21 1.170757 -2.736566 -0.908874
C22 -0.026275 -2.561883 -1.656693
C23 -0.800648 -3.653112 -1.971645
C24 -0.405278 -4.919763 -1.510057
C25 0.681520 -5.054658 -0.677269
C26 1.462255 -3.982150 -0.361368
C27 2.540209 -1.628350 2.162331
O7 1.278969 -1.119349 2.341877
C28 1.044159 -0.400044 3.526837
C29 0.281518 0.752049 3.452753
C30 -0.089868 1.295848 4.670160
C31 0.378159 0.781000 5.863095
C32 1.185805 -0.358370 5.903552
C33 1.552358 -0.928532 4.699280
P2 -0.139719 1.237460 1.728921
C34 1.608791 2.147196 1.452871
C35 1.665354 3.293804 0.621464
C36 2.898227 3.854523 0.252125
C37 4.111548 3.309261 0.681182
C38 4.077075 2.209579 1.474169
C39 2.835590 1.657186 1.908757
C40 -1.711134 0.025593 1.547415
C41 -1.490962 -1.200117 0.908373
C42 -2.539035 -2.082768 0.660138
C43 -3.839047 -1.752808 1.049285
C44 -4.074333 -0.534297 1.705856
C45 -3.008660 0.348040 1.919885
H6 3.982241 -3.201787 5.612534
H7 2.865490 -2.469120 6.748416
H8 3.996225 -1.541073 5.864398
H9 2.041332 -4.349090 4.267003
H10 0.820738 -3.249351 3.542225
H11 0.798307 -3.531655 5.226131
H12 5.106223 -2.912303 4.057261
H13 6.177781 -2.696819 1.859054
H14 4.866528 -2.051333 -0.150608
H15 3.524941 1.112081 -1.335394
H16 5.244985 1.512633 -2.897312
H17 5.930818 -0.182508 -4.566644
H18 4.762130 -2.405194 -4.539724
H19 3.138815 -2.919641 -2.762817
H20 -0.259039 -1.541149 -1.899672
H21 -1.646290 -3.617228 -2.664460
H22 -1.038369 -5.788172 -1.653846
H23 0.862188 -6.047531 -0.251656
H24 2.313478 -4.147383 0.260540
H25 -0.858062 2.079703 4.775836
H26 0.082195 1.215174 6.803787
H27 1.513553 -0.762284 6.860369
H28 0.783783 3.790507 0.255885
H29 2.853764 4.667496 -0.427885
H30 5.044856 3.750486 0.429943
H31 4.981078 1.710102 1.796876
H32 2.933398 0.764108 2.531224
H33 -0.498657 -1.454788 0.559535
H34 -2.383046 -2.967403 0.084524
H35 -4.641827 -2.446344 0.863379
H36 -5.097108 -0.243847 2.053049
H37 -3.230040 1.288919 2.401894
C46 -6.424981 2.278915 -2.331309
C47 -5.767873 1.587922 -1.364957
C48 -4.387054 1.826720 -1.138455
C49 -3.712671 2.729971 -1.938267
C50 -4.426938 3.360719 -3.000280
C51 -5.770179 3.142913 -3.161199
N3 -2.415926 3.170123 -1.704234
N4 -1.716601 2.563661 -0.596266
C52 -1.700192 3.268227 0.598503
C53 -2.485755 4.420352 0.744811
C54 -2.351257 5.196816 1.898277
C55 -1.455963 4.850355 2.899029
C56 -0.773966 3.643917 2.784314
C57 -1.003644 2.809420 1.692194
H38 -7.483849 2.095154 -2.480144
H39 -6.295118 0.833527 -0.793337
H40 -3.882456 1.253345 -0.358263
H41 -3.943918 4.021332 -3.663773
H42 -6.304790 3.548590 -3.995680
H43 -3.225191 4.664613 0.008026
H44 -2.928188 6.101681 2.020869
H45 -1.353631 5.475536 3.753053
H46 -0.081826 3.433721 3.582726

Atomic forces in eV per Å
Ti -1.3 -0.5 0.2
O -0.3 0.3 0.3
Cl 0.7 -1.0 -0.9
O -0.1 0.2 0.3
O -0.7 0.8 -0.8
O 0.7 -0.2 0.8
O 0.4 1.3 1.1
N -1.8 -0.2 -1.1
N -0.3 -1.1 -0.4
O 1.3 1.3 0.4
C 0.0 -0.3 0.7
C 1.0 0.1 -1.0
C -0.7 0.4 0.1
C 0.7 1.4 0.0
C -0.7 -1.3 -0.2
C 1.1 0.2 -0.4
H -0.5 0.2 0.4
H -0.2 -0.6 0.0
H -0.4 -0.6 -0.2
H 0.2 -0.2 0.0
H -0.1 0.3 0.3
C 0.3 -0.7 -0.9
C -0.4 0.7 -0.2
C 1.8 -1.2 -1.3
C 0.4 -0.3 2.2
C -0.5 -0.5 -0.5
C 0.1 -0.6 0.3
C -0.6 0.6 0.2
C 0.5 0.0 0.6
P 0.1 0.1 -0.6
C 0.1 0.3 0.1
C 0.8 -0.2 -1.4
C 0.1 -0.1 0.9
C -1.1 -0.8 0.6
C 0.5 0.1 -1.1
C -0.7 -0.8 0.3
C -0.9 0.3 0.3
C 1.3 -0.2 0.7
C 0.1 -1.1 -0.8
C -0.8 0.4 0.2
C -0.6 -1.5 0.1
C 0.5 0.8 -0.5
C 0.0 0.0 0.0
O -0.3 0.5 0.1
C 0.4 -0.7 -0.4
C -0.4 -0.5 -0.5
C -1.0 0.7 0.7
C 0.2 -0.8 0.4
C 0.0 0.8 -0.1
C 0.4 -0.9 0.2
P 0.2 0.1 -0.6
C 0.5 0.3 -0.1
C 1.2 -0.3 0.3
C -0.8 -0.9 0.6
C -0.9 0.6 -0.4
C -1.2 -1.4 1.3
C 1.0 -0.2 -0.8
C 0.5 -0.2 -0.3
C -0.2 0.1 0.0
C -0.5 1.0 0.2
C 0.3 0.6 0.5
C -0.3 -0.2 0.0
C -0.4 -0.1 0.3
H -0.1 -0.5 0.3
H -0.7 -0.2 0.4
H 0.6 1.1 0.0
H -0.7 1.1 0.2
H -0.1 0.0 -0.3
H -0.8 0.0 1.5
H -0.4 0.8 -0.8
H 0.4 0.1 -0.2
H 0.5 -0.2 -0.6
H -0.4 0.4 0.8
H 0.0 0.5 -0.2
H 0.3 0.1 -0.4
H 0.0 0.3 0.6
H 0.3 0.5 0.0
H -0.3 -0.1 -0.2
H 0.1 0.3 0.5
H 0.0 0.1 -0.4
H 0.2 0.4 -0.1
H 0.5 0.2 0.4
H 0.7 -0.3 -0.4
H -0.2 0.2 0.1
H 0.0 0.1 -0.3
H -0.3 -0.1 -0.1
H 0.2 0.8 -0.4
H 0.6 0.3 -0.4
H 0.1 0.1 0.1
H -0.3 0.4 -0.1
H -0.1 0.1 0.1
H 0.2 -0.6 -0.1
H -0.2 -0.1 -0.1
H 1.0 -0.3 -0.4
H 0.1 0.2 0.0
C -1.9 -0.7 -0.1
C 1.7 -0.2 0.8
C -1.3 -1.0 0.3
C 0.0 1.0 -0.2
C 0.0 -0.7 0.9
C 0.7 0.1 -0.5
N 1.1 -0.4 0.0
N -0.1 -0.1 0.2
C -1.3 -0.3 -1.7
C 0.1 0.7 1.2
C -0.1 -0.3 -0.6
C 0.0 -0.6 -0.7
C -0.8 1.2 0.2
C 1.2 -0.4 1.7
H 0.0 0.0 0.0
H 0.1 0.1 0.2
H 0.0 0.4 -0.3
H 0.8 0.7 -0.5
H -0.1 0.5 -0.3
H 0.0 0.2 -0.4
H -0.2 0.1 -0.1
H 0.3 0.4 0.6
H 0.1 -0.4 -0.2


ORCA calculation (ωB97M-V with the def2-TZVPD basis set) on a structure of composition C57H46N15STl.

Output
**LUMO (alpha / beta)**: -1.20 / -1.11 eV
**E_tot**: -97734.9450 eV
**Kohn-Sham gap (alpha / beta)**: 4.83 / 5.06 eV
**Relative energy (zero: lowest compared OMol25 entry of this formula, charge and spin)**: 165.4 kJ/mol
**Multiplicity**: 1
**Highest occupied orbital energy (alpha / beta)**: -0.22174 / -0.22678 Ha

Cartesian coordinates (Å):
Tl1 -0.620653 -0.104287 0.927770
C1 1.705619 -4.720045 5.029859
C2 1.546466 -5.560780 3.925728
C3 0.826964 -5.159003 2.812543
C4 0.283957 -3.883857 2.824211
C5 -0.457797 -3.123085 1.828799
N1 -1.021672 -3.655749 0.764433
C6 -1.775433 -2.976436 -0.078010
C7 -2.700199 -3.634903 -0.990206
C8 -2.979997 -4.968758 -1.243804
C9 -3.999624 -5.255575 -2.136847
C10 -4.731401 -4.237084 -2.751249
C11 -4.461851 -2.903344 -2.489165
C12 -3.435410 -2.614908 -1.604157
C13 -2.932964 -1.360681 -1.057585
N2 -3.483617 -0.204843 -1.373125
C14 -3.247246 0.928746 -0.741596
N3 -2.524497 1.092852 0.391784
C15 -2.720218 2.359172 0.855954
N4 -2.470917 2.789581 2.071732
C16 -1.989093 1.999966 3.026606
N5 -1.457211 0.756342 2.899570
C17 -1.110063 0.296488 4.135328
N6 -0.490700 -0.833624 4.447475
C18 -0.215728 -1.785208 3.585261
N7 -0.632089 -1.854502 2.286394
C19 0.439201 -3.038762 3.934364
C20 1.141784 -3.454819 5.054509
C21 -1.474682 1.286672 5.132811
C22 -1.349566 1.318374 6.513930
C23 -1.780915 2.458285 7.172014
C24 -2.317574 3.541528 6.470411
C25 -2.439093 3.515419 5.091268
C26 -2.014529 2.372658 4.430297
C27 -3.485495 3.123873 -0.125207
C28 -3.842796 4.458898 -0.217319
C29 -4.587906 4.852537 -1.318362
C30 -5.007511 3.926264 -2.273426
C31 -4.668292 2.585811 -2.172014
C32 -3.874142 2.200938 -1.105386
N8 -1.931709 -1.626612 -0.173883
H1 2.290436 -5.063579 5.872913
H2 1.997060 -6.544488 3.938999
H3 0.698415 -5.804775 1.954031
H4 -2.414133 -5.752067 -0.758658
H5 -4.243997 -6.285614 -2.361597
H6 -5.529298 -4.497305 -3.434685
H7 -5.037350 -2.109683 -2.946300
H8 1.252913 -2.796119 5.904847
H9 -0.914468 0.481749 7.043497
H10 -1.698376 2.516464 8.249480
H11 -2.640479 4.417172 7.018050
H12 -2.843126 4.350899 4.536010
H13 -3.532597 5.166837 0.539147
H14 -4.849219 5.894432 -1.449318
H15 -5.598637 4.267087 -3.113533
H16 -4.998280 1.863030 -2.905752
C33 2.255228 6.420532 -1.028011
C34 1.791880 4.991343 -0.947450
C35 1.749534 4.156879 -2.057902
C36 1.307331 2.859285 -1.950676
C37 0.843855 2.289634 -0.742586
N9 0.307090 1.011029 -0.787478
C38 -0.333888 0.711252 -2.008982
C39 -1.213216 1.667200 -2.539126
C40 -1.964539 1.435734 -3.670129
C41 -1.915042 0.214525 -4.313985
C42 -2.850486 -0.098662 -5.447114
C43 -0.984309 -0.711163 -3.871838
C44 -0.165482 -0.481148 -2.770475
N10 0.904913 -1.431714 -2.610944
C45 2.179118 -1.067191 -3.215101
C46 3.362496 -2.523508 -1.694183
C47 1.963974 -3.053348 -1.445962
N11 0.873385 -2.458768 -1.753654
C48 1.000072 3.109551 0.393083
C49 1.450618 4.425127 0.264222
N12 0.849285 2.635218 1.716960
C50 0.757516 3.397580 2.830869
C51 1.149234 2.621247 3.893264
C52 1.436692 1.370317 3.333851
N13 1.224889 1.379620 2.024062
H17 2.076399 6.833034 -2.020007
H18 3.325175 6.495279 -0.820060
H19 1.730819 7.034810 -0.296592
H20 2.066728 4.526754 -3.025637
H21 1.285996 2.243264 -2.838455
H22 -1.297875 2.622213 -2.037896
H23 -2.622563 2.215232 -4.033250
H24 -3.328220 0.807286 -5.817346
H25 -3.632515 -0.773355 -5.092238
H26 -2.334507 -0.591379 -6.271201
H27 -0.857808 -1.643645 -4.410499
H28 2.104260 -0.018886 -3.514237
H29 3.938028 -3.206339 -2.345966
H30 1.879957 -3.957436 -0.860194
H31 1.550838 5.024488 1.158618
H32 0.383444 4.404977 2.806018
H33 1.202748 2.898953 4.930321
H34 1.771233 0.478644 3.832539
C53 6.067258 -1.758384 0.872011
N14 5.395725 -2.341799 -0.273821
C54 6.289880 -3.002725 -1.204479
C55 4.050389 -2.376824 -0.338081
S1 3.143388 -2.137239 1.012060
N15 3.256286 -1.182752 -2.257735
C56 4.498905 -0.570101 -2.670135
C57 2.380611 -1.940169 -4.466027
H35 7.010523 -1.324043 0.535379
H36 6.270893 -2.499793 1.649286
H37 5.442945 -0.980624 1.304936
H38 6.936891 -3.683753 -0.646930
H39 6.917223 -2.278288 -1.730817
H40 5.741052 -3.585921 -1.936429
H41 5.097744 -0.335073 -1.790843
H42 4.271982 0.371489 -3.170312
H43 5.092168 -1.198427 -3.353908
H44 2.335852 -2.998331 -4.206883
H45 3.340050 -1.725282 -4.939101
H46 1.587682 -1.727984 -5.181682

Atomic forces in eV per Å
Tl 0.2 0.6 -0.6
C 0.0 0.1 0.1
C 0.0 -0.1 -0.1
C -0.1 0.0 0.0
C 0.2 0.2 0.3
C -0.1 -0.2 -0.2
N 0.4 -0.1 0.0
C -0.1 0.1 0.0
C -0.2 0.2 -0.2
C 0.1 -0.1 0.0
C 0.1 -0.1 0.0
C 0.0 0.1 0.0
C -0.1 0.0 -0.1
C 0.2 -0.3 0.1
C -0.1 -0.1 0.1
N -0.1 0.2 -0.2
C -0.1 -0.3 0.2
N -0.4 0.1 -0.1
C 0.0 -0.1 0.3
N 0.0 0.2 -0.2
C 0.0 -0.1 0.1
N -0.1 0.1 0.2
C -0.2 0.2 0.0
N 0.3 -0.2 0.0
C -0.1 0.2 0.4
N 0.0 0.1 -0.1
C 0.0 -0.3 -0.4
C 0.0 0.0 0.1
C -0.1 0.2 -0.2
C 0.0 0.0 0.0
C 0.1 -0.2 0.1
C -0.1 0.2 -0.1
C 0.0 0.0 0.0
C 0.1 -0.3 0.1
C -0.2 -0.1 -0.4
C 0.0 0.0 0.1
C 0.0 0.1 0.0
C 0.0 0.0 -0.1
C 0.0 -0.1 0.0
C 0.0 0.3 0.2
N -0.1 -0.1 -0.1
H 0.0 0.0 0.0
H 0.0 0.0 0.0
H 0.0 0.0 0.0
H 0.0 0.0 0.0
H 0.0 0.0 0.0
H 0.0 0.0 0.0
H 0.0 0.0 0.0
H 0.0 0.0 0.0
H 0.0 0.0 0.0
H 0.0 0.0 0.0
H 0.0 0.0 0.0
H 0.0 0.0 0.0
H 0.0 0.0 0.0
H 0.0 0.0 0.1
H 0.0 0.0 0.0
H 0.0 0.0 0.0
C 0.0 -0.1 0.0
C -0.1 0.1 0.1
C 0.0 0.0 0.0
C 0.1 0.0 0.1
C 0.2 0.1 0.1
N 0.2 -0.8 0.3
C -0.2 -0.4 -0.5
C 0.0 -0.3 -0.1
C 0.1 0.2 0.0
C -0.1 -0.1 -0.3
C 0.1 -0.1 0.1
C 0.0 0.0 0.1
C 0.0 -0.1 0.4
N 0.5 1.2 0.3
C -0.1 -0.4 -0.4
C -0.2 0.0 -0.2
C -0.1 0.2 -0.3
N -0.3 -0.6 0.0
C 0.2 0.1 -0.5
C 0.0 0.0 -0.1
N -0.5 0.0 0.3
C 0.0 -0.1 0.3
C 0.1 0.1 0.0
C 0.0 0.2 -0.2
N 0.8 -0.5 0.1
H 0.0 0.0 0.0
H 0.0 0.1 0.0
H 0.0 0.1 0.0
H 0.0 0.0 0.0
H 0.0 0.0 0.0
H 0.0 0.0 0.1
H -0.1 0.0 0.0
H 0.0 0.0 -0.1
H -0.1 0.0 -0.1
H 0.0 0.0 0.0
H 0.0 0.0 0.1
H 0.1 -0.1 0.1
H -0.2 0.0 0.0
H -0.1 0.1 0.2
H 0.1 0.0 0.0
H 0.1 0.1 -0.1
H -0.1 0.1 0.0
H -0.1 -0.2 0.0
C 0.0 0.0 0.1
N 0.0 0.0 -0.3
C 0.0 0.0 -0.2
C 0.1 0.1 0.5
S -0.3 0.2 0.4
N 0.0 0.1 0.4
C -0.1 0.0 0.0
C 0.0 0.2 0.0
H 0.0 -0.1 0.0
H 0.0 0.0 0.0
H 0.0 0.0 0.0
H 0.0 0.0 0.0
H 0.0 0.0 0.0
H 0.1 0.0 0.0
H 0.1 0.0 -0.1
H 0.0 0.0 0.0
H 0.0 0.0 0.0
H 0.0 0.0 0.0
H 0.0 0.0 0.0
H 0.0 0.0 -0.1